# 1
The following is a quantum chemistry calculation of a 3-piece molecular cluster, C5H9O3 overall in a non-equilibrium geometry, from the Open Molecules 2025 dataset.

Calculated values
- HOMO-LUMO gap (spin up / spin down): 8.8 / 10.2 eV
- Highest occupied orbital energy (spin up / spin down): -8.07 / -10.91 eV
- Multiplicity: 2

Atoms and positions in Å:
C -0.161 1.859 0.869
C 0.856 1.364 1.871
H -1.168 1.996 1.276
H 0.142 2.753 0.313
H 0.794 0.270 1.984
H 0.701 1.825 2.862
H 1.882 1.594 1.548
O -1.632 -1.196 -1.049
C -1.144 -2.379 -0.643
C -0.582 -0.303 -1.297
O -1.821 -3.317 -0.333
O 0.183 -2.395 -0.749
C 0.659 -1.166 -1.313
H -0.427 0.888 -0.194
H -0.794 0.345 -2.148
H 1.463 -0.777 -0.676
H 1.048 -1.360 -2.322



# 2
The following is a quantum chemistry calculation of C4H8OS2 as an isolated structure in a non-equilibrium geometry, from the Open Molecules 2025 dataset.

Calculated values
- HOMO-LUMO gap: 8.1 eV
- Highest occupied orbital energy: -8.53 eV

Atoms and positions in Å:
C -1.559 1.342 0.350
C -0.452 0.507 0.905
C 0.671 0.336 -0.153
C 0.308 -0.713 -1.129
H -2.382 1.327 1.163
H -1.088 2.294 0.093
H -2.042 0.719 -0.543
H 0.965 1.191 -0.724
H 1.521 -1.590 1.372
H -0.846 -0.512 -1.355
H 0.974 -0.679 -2.059
H 1.504 -2.015 -0.569
O 0.528 -1.966 -0.611
S -0.404 -0.115 2.468
S 2.302 -0.125 0.792



One value per record, in order, for relative energy (zero: lowest compared OMol25 entry of this formula, charge and spin): 141.5, 321.8 kJ/mol.
One value per record, in order, for total energy: -11470.4157, -27992.3653 eV.